Here is 4 unconnected molecules or ions with the total composition C15H40Br2N4O3PS from the Open Molecules 2025 dataset. Energies are from ωB97M-V/def2-TZVPD.

## Properties
E_LUMO = -0.1545 hartree
Kohn-Sham gap = 5.8873 eV

ORCA input file:
```
! RIJCOSX wB97M-V def2-TZVPD def2/J DEFGRID3
* xyz 1 1
C 8.13 3.13 -0.47
C 7.72 2.74 -2.02
Br 6.08 1.58 -2.25
C 8.53 3.24 -3.17
Br 7.92 2.73 -5.05
N 9.78 4.10 -3.08
P 9.53 5.74 -2.43
S 11.01 6.04 -1.16
H 7.72 2.25 0.22
H 9.29 3.19 -0.28
H 7.54 4.10 -0.12
H 10.57 3.63 -2.55
H 10.15 4.22 -4.07
H 8.22 5.97 -1.86
H 9.67 6.67 -3.55
C 0.56 2.26 -2.70
C 0.62 1.89 -1.22
C 0.63 3.11 -0.28
O 1.89 3.78 -0.19
C 2.14 4.71 -1.23
N 1.78 1.02 -0.99
H 1.52 2.64 -3.08
H 0.31 1.39 -3.31
H -0.21 3.02 -2.89
H -0.29 1.31 -1.00
H 0.41 2.75 0.74
H -0.17 3.82 -0.53
H 1.23 5.22 -1.55
H 2.61 4.20 -2.08
H 2.84 5.45 -0.85
H 1.76 0.70 -0.02
H 2.61 1.61 -1.04
C -2.79 -3.29 -0.13
C -2.85 -2.25 -1.24
C -1.97 -1.01 -0.98
O -2.53 -0.08 -0.04
C -2.30 -0.41 1.32
N -4.26 -1.88 -1.47
H -3.35 -2.99 0.76
H -3.22 -4.24 -0.47
H -1.76 -3.48 0.17
H -2.48 -2.73 -2.15
H -1.88 -0.45 -1.92
H -0.96 -1.29 -0.68
H -1.32 -0.88 1.47
H -3.10 -1.06 1.69
H -2.34 0.51 1.90
H -4.30 -1.25 -2.28
H -4.55 -1.28 -0.69
C -7.86 -4.96 3.22
C -6.62 -4.65 2.38
C -5.32 -5.28 2.94
O -4.77 -4.58 4.06
C -5.35 -4.93 5.31
N -6.50 -3.19 2.23
H -7.89 -4.39 4.15
H -8.77 -4.71 2.67
H -7.90 -6.03 3.47
H -6.79 -5.08 1.39
H -4.56 -5.22 2.15
H -5.45 -6.34 3.16
H -5.63 -5.99 5.35
H -6.21 -4.30 5.51
H -4.61 -4.74 6.09
H -5.72 -2.99 1.60
H -6.17 -2.82 3.13
*
```

These are the Löwdin partial charges, in e, on atoms 1 to 5: -0.13 -0.60 0.69 -0.66 0.66



Here is a molecular structure, H8O4 from the Open Molecules 2025 dataset. Energies are from ωB97M-V/def2-TZVPD.

## Properties
Energy relative to the best compared isomer or geometry (same formula, charge and spin) = 7.113 eV
E_LUMO = -0.0069 hartree
Kohn-Sham gap = 9.1509 eV

ORCA input file:
```
! RIJCOSX wB97M-V def2-TZVPD def2/J DEFGRID3
* xyz 0 1
O 24.84 1.71 -7.70
H 25.15 2.39 -7.10
H 24.37 1.09 -7.14
O 26.75 2.77 -6.57
H 27.47 2.16 -6.74
H 26.39 2.49 -5.73
O 23.39 2.07 -5.30
H 22.74 2.04 -6.00
H 24.18 1.68 -5.69
O 24.55 0.57 -6.27
H 25.49 0.74 -6.19
H 24.47 -0.38 -6.19
*
```

These are the Löwdin partial charges, in e, on atoms 1 to 5: -0.09 -0.01 -0.27 -0.02 0.07



Here is a molecular structure, C30H48MoP2 from the Open Molecules 2025 dataset. Energies are from ωB97M-V/def2-TZVPD.

## Properties
Energy relative to the best compared isomer or geometry (same formula, charge and spin) = 6.458 eV
E_LUMO (alpha / beta) = -0.2497 / -0.2923 hartree
Kohn-Sham gap (alpha / beta) = 6.0057 / 4.8500 eV
<S²> = 2.004

ORCA input file:
```
! RIJCOSX wB97M-V def2-TZVPD def2/J DEFGRID3
* xyz 2 3
Mo -1.86 1.44 -4.32
C 2.32 0.75 0.55
C 1.47 1.79 1.04
C 0.74 -0.21 1.93
C 1.86 -0.48 1.10
C 0.49 1.18 1.88
C 3.37 0.90 -0.49
H 3.75 1.93 -0.53
H 2.97 0.63 -1.49
H 4.22 0.24 -0.27
C 2.42 -1.81 0.81
H 3.29 -1.75 0.15
H 1.67 -2.44 0.32
H 2.72 -2.34 1.73
C -0.06 -1.19 2.70
H -0.01 -1.00 3.78
H 0.31 -2.21 2.50
H -1.12 -1.14 2.39
C -0.62 1.89 2.53
H -0.35 2.30 3.51
H -1.46 1.20 2.70
H -0.98 2.72 1.91
C 1.53 3.23 0.70
H 1.85 3.84 1.56
H 0.54 3.61 0.40
H 2.25 3.44 -0.10
C -2.52 1.51 -6.19
C -1.19 2.15 -6.09
C -1.05 3.66 -6.22
C -1.31 4.38 -4.88
C -1.75 3.38 -3.81
C -3.14 2.88 -3.81
C -4.06 3.21 -4.98
C -3.79 2.35 -6.24
H -1.71 4.07 -7.00
H -2.02 5.21 -4.99
H -0.04 3.91 -6.59
H -3.79 2.99 -7.13
H -2.55 0.64 -6.86
H -0.39 1.58 -6.56
H -4.65 1.66 -6.37
H -5.08 2.99 -4.66
H -3.62 2.81 -2.84
H -4.09 4.30 -5.24
H -0.37 4.87 -4.58
H -1.26 3.56 -2.84
P 0.52 0.08 -3.01
P -3.30 -0.09 0.22
C -2.58 -0.04 -2.59
C -3.78 -0.11 -1.63
H -1.68 -0.27 -1.98
H -2.65 -0.80 -3.39
H -4.54 0.66 -1.81
H -4.26 -1.10 -1.69
C -4.66 -1.13 0.91
H -4.51 -1.18 2.00
H -4.57 -2.15 0.48
H -5.64 -0.69 0.65
C -4.03 1.56 0.58
H -5.10 1.55 0.33
H -3.50 2.30 -0.05
H -3.89 1.82 1.65
C 1.61 -0.57 -4.31
H 2.45 0.10 -4.56
H 1.01 -0.73 -5.22
H 1.99 -1.55 -3.98
C 1.23 1.85 -3.05
H 1.25 2.31 -2.05
H 0.57 2.46 -3.68
H 2.24 1.88 -3.48
C -1.03 -4.46 -1.58
C -0.96 -3.45 -0.61
C -0.41 -2.20 -0.95
C -0.01 -1.90 -2.26
C -0.14 -2.90 -3.22
C -0.59 -4.19 -2.89
H -1.41 -5.44 -1.32
H -1.33 -3.64 0.41
H -0.32 -1.45 -0.17
H 0.08 -2.67 -4.25
H -0.56 -4.99 -3.63
*
```

These are the Löwdin partial charges, in e, on atoms 1 to 5: 1.59 -0.11 -0.12 -0.14 -0.13



Here is a molecular structure, C13H23FO7Si2 from the Open Molecules 2025 dataset. Energies are from ωB97M-V/def2-TZVPD.

## Properties
E_LUMO = 0.0224 hartree
Kohn-Sham gap = 10.1235 eV

ORCA input file:
```
! RIJCOSX wB97M-V def2-TZVPD def2/J DEFGRID3
* xyz 0 1
C -2.37 2.10 0.91
C -1.73 0.91 0.54
Si -0.72 -0.69 0.05
C -1.73 -2.32 0.20
C -3.24 -2.16 0.82
C -3.13 -1.95 2.46
F -4.09 -1.16 0.14
O 0.76 -0.64 1.02
Si 1.79 -2.04 0.69
H -2.94 3.13 1.09
H -0.36 -0.52 -1.38
H -1.20 -3.17 0.83
H -1.86 -2.77 -0.89
H -3.78 -3.21 0.67
H -3.00 -3.03 2.96
H -2.19 -1.33 2.80
H -4.09 -1.48 2.95
H 3.20 -1.83 1.00
H 1.56 -2.61 -0.66
H 1.33 -3.11 1.62
C 7.93 -0.05 1.80
C 7.47 -1.48 1.58
C 7.90 -2.06 0.27
O 6.90 -3.03 0.02
C 5.77 -2.59 0.64
O 4.66 -3.06 0.47
O 6.05 -1.55 1.49
H 7.50 0.35 2.72
H 9.02 0.01 1.85
H 7.58 0.60 0.99
H 7.78 -2.11 2.42
H 8.89 -2.52 0.32
H 7.89 -1.33 -0.55
C -4.87 2.08 -1.81
C -5.30 3.52 -1.94
C -6.05 3.81 -3.21
O -5.78 5.19 -3.41
C -4.57 5.43 -2.83
O -3.92 6.45 -2.98
O -4.18 4.38 -2.05
H -4.25 1.94 -0.92
H -5.73 1.41 -1.75
H -4.25 1.77 -2.67
H -5.88 3.83 -1.06
H -7.12 3.63 -3.12
H -5.67 3.26 -4.08
*
```

These are the Löwdin partial charges, in e, on atoms 1 to 5: 0.01 -0.16 0.47 -0.26 -0.34



Here is 4 unconnected molecules or ions with the total composition C4H14O3 from the Open Molecules 2025 dataset. Energies are from ωB97M-V/def2-TZVPD.

## Properties
Energy relative to the best compared isomer or geometry (same formula, charge and spin) = 1.488 eV
E_LUMO = 0.0228 hartree
Kohn-Sham gap = 9.5726 eV
SMILES = C/C=C/C.O.O.O

ORCA input file:
```
! RIJCOSX wB97M-V def2-TZVPD def2/J DEFGRID3
* xyz 0 1
C 0.28 2.31 -0.78
C -0.62 1.05 -0.87
C -1.91 0.90 -1.22
C -2.51 -0.36 -1.62
H 0.08 2.83 0.16
H 1.29 1.89 -0.80
H 0.10 2.90 -1.68
H -0.06 0.14 -0.66
H -2.57 1.78 -1.28
H -3.25 -0.52 -0.73
H -2.87 -0.40 -2.62
H -1.89 -1.26 -1.56
O -0.28 -0.38 2.54
H 0.13 0.22 1.90
H 0.18 -0.13 3.35
O 2.98 -0.56 0.34
H 2.11 -0.77 -0.05
H 3.47 -0.29 -0.45
O 1.00 -2.22 0.73
H 1.84 -2.48 1.14
H 0.55 -1.90 1.53
*
```

These are the Löwdin partial charges, in e, on atoms 1 to 5: -0.09 -0.17 -0.21 -0.13 0.07



Here is a single C4H2O2 molecule from the Open Molecules 2025 dataset. Energies are from ωB97M-V/def2-TZVPD.

## Properties
Energy relative to the best compared isomer or geometry (same formula, charge and spin) = 2.329 eV
E_LUMO = -0.0624 hartree
Kohn-Sham gap = 9.2659 eV

ORCA input file:
```
! RIJCOSX wB97M-V def2-TZVPD def2/J DEFGRID3
* xyz 0 1
O -0.42 -1.64 0.94
C 0.05 -1.29 -0.11
C 1.74 0.11 -0.58
C 0.47 0.17 -0.31
C -0.49 1.27 0.06
O -0.31 2.43 -0.20
H 0.17 -1.96 -0.98
H -1.41 0.92 0.57
*
```

These are the Löwdin partial charges, in e, on atoms 1 to 5: 0.10 -0.25 0.30 -0.29 -0.21



Here is 4 unconnected molecules or ions with the total composition C2H11NO4 from the Open Molecules 2025 dataset. Energies are from ωB97M-V/def2-TZVPD.

## Properties
Energy relative to the best compared isomer or geometry (same formula, charge and spin) = 1.971 eV
E_LUMO = 0.0247 hartree
Kohn-Sham gap = 10.0975 eV
SMILES = NCC=O.O.O.O

ORCA input file:
```
! RIJCOSX wB97M-V def2-TZVPD def2/J DEFGRID3
* xyz 0 1
N -0.74 0.33 0.83
C -1.17 -1.08 0.72
C -0.55 -1.53 -0.67
O -1.17 -1.53 -1.70
H -1.37 0.84 0.17
H -1.02 0.67 1.75
H -2.25 -1.18 0.70
H -0.78 -1.91 1.33
H 0.45 -2.00 -0.55
O -2.17 1.15 -1.46
H -2.24 1.73 -2.22
H -1.68 0.37 -1.76
O 2.46 -0.89 0.20
H 2.59 0.01 0.50
H 3.32 -1.21 -0.09
O 2.44 1.91 0.94
H 2.37 2.50 0.18
H 1.51 1.83 1.16
*
```

These are the Löwdin partial charges, in e, on atoms 1 to 5: 0.00 -0.21 -0.23 0.03 0.04



Here is a molecular structure, C14H35F2O16P3S from the Open Molecules 2025 dataset. Energies are from ωB97M-V/def2-TZVPD.

## Properties
E_LUMO = -0.0153 hartree
Kohn-Sham gap = 9.1971 eV

ORCA input file:
```
! RIJCOSX wB97M-V def2-TZVPD def2/J DEFGRID3
* xyz 0 1
C 5.42 2.77 1.46
C 4.67 4.11 1.40
C 3.43 4.04 2.29
F 3.27 5.24 2.96
C 2.15 3.70 1.55
F 1.91 4.38 0.42
C 0.95 3.77 2.53
O 0.79 2.43 3.06
S 0.91 1.52 1.76
O -0.27 1.67 0.99
O 1.33 0.22 2.11
O 2.15 2.32 1.16
H 5.64 2.48 2.49
H 4.85 1.96 1.02
H 6.37 2.92 0.96
H 5.32 4.85 1.88
H 4.46 4.42 0.38
H 3.60 3.25 3.01
H 1.06 4.41 3.40
H 0.05 4.09 2.01
C -4.47 2.52 -3.22
O -4.57 1.13 -2.85
P -3.62 -0.04 -3.50
O -4.50 -1.21 -3.57
O -2.63 -0.13 -2.21
C -2.18 1.04 -1.51
O -2.42 -0.40 -4.55
C -1.56 0.66 -5.02
H -5.48 2.92 -3.32
H -3.96 3.07 -2.43
H -3.93 2.67 -4.16
H -2.84 1.25 -0.68
H -2.11 1.91 -2.17
H -1.19 0.83 -1.12
H -0.97 1.07 -4.20
H -2.14 1.46 -5.49
H -0.89 0.24 -5.77
C 7.47 -2.25 -0.20
O 7.97 -1.22 0.68
P 7.13 -0.67 1.98
O 7.45 0.76 2.05
O 8.01 -1.53 3.06
C 8.41 -2.87 2.82
O 5.77 -0.79 2.87
C 4.94 -1.97 2.74
H 7.69 -1.96 -1.22
H 7.99 -3.19 0.01
H 6.40 -2.41 -0.09
H 9.41 -2.89 2.37
H 7.71 -3.41 2.18
H 8.46 -3.39 3.78
H 5.47 -2.85 3.10
H 4.64 -2.12 1.70
H 4.05 -1.82 3.34
C -6.89 -1.40 -1.99
O -7.70 -1.20 -0.79
P -8.69 -2.35 -0.21
O -9.84 -1.63 0.34
O -7.68 -2.84 0.98
C -6.27 -2.94 0.79
O -9.25 -3.85 -0.51
C -8.50 -4.70 -1.39
H -6.94 -0.50 -2.59
H -5.86 -1.56 -1.71
H -7.25 -2.24 -2.58
H -5.79 -2.01 1.10
H -6.01 -3.17 -0.24
H -5.91 -3.75 1.42
H -7.54 -4.97 -0.95
H -8.34 -4.23 -2.36
H -9.08 -5.61 -1.54
*
```

These are the Löwdin partial charges, in e, on atoms 1 to 5: -0.10 -0.15 -0.25 0.02 -0.44



Repeat the eighth record exactly.
Here is a molecular structure, C14H35F2O16P3S from the Open Molecules 2025 dataset. Energies are from ωB97M-V/def2-TZVPD.

## Properties
E_LUMO = -0.0153 hartree
Kohn-Sham gap = 9.1971 eV

ORCA input file:
```
! RIJCOSX wB97M-V def2-TZVPD def2/J DEFGRID3
* xyz 0 1
C 5.42 2.77 1.46
C 4.67 4.11 1.40
C 3.43 4.04 2.29
F 3.27 5.24 2.96
C 2.15 3.70 1.55
F 1.91 4.38 0.42
C 0.95 3.77 2.53
O 0.79 2.43 3.06
S 0.91 1.52 1.76
O -0.27 1.67 0.99
O 1.33 0.22 2.11
O 2.15 2.32 1.16
H 5.64 2.48 2.49
H 4.85 1.96 1.02
H 6.37 2.92 0.96
H 5.32 4.85 1.88
H 4.46 4.42 0.38
H 3.60 3.25 3.01
H 1.06 4.41 3.40
H 0.05 4.09 2.01
C -4.47 2.52 -3.22
O -4.57 1.13 -2.85
P -3.62 -0.04 -3.50
O -4.50 -1.21 -3.57
O -2.63 -0.13 -2.21
C -2.18 1.04 -1.51
O -2.42 -0.40 -4.55
C -1.56 0.66 -5.02
H -5.48 2.92 -3.32
H -3.96 3.07 -2.43
H -3.93 2.67 -4.16
H -2.84 1.25 -0.68
H -2.11 1.91 -2.17
H -1.19 0.83 -1.12
H -0.97 1.07 -4.20
H -2.14 1.46 -5.49
H -0.89 0.24 -5.77
C 7.47 -2.25 -0.20
O 7.97 -1.22 0.68
P 7.13 -0.67 1.98
O 7.45 0.76 2.05
O 8.01 -1.53 3.06
C 8.41 -2.87 2.82
O 5.77 -0.79 2.87
C 4.94 -1.97 2.74
H 7.69 -1.96 -1.22
H 7.99 -3.19 0.01
H 6.40 -2.41 -0.09
H 9.41 -2.89 2.37
H 7.71 -3.41 2.18
H 8.46 -3.39 3.78
H 5.47 -2.85 3.10
H 4.64 -2.12 1.70
H 4.05 -1.82 3.34
C -6.89 -1.40 -1.99
O -7.70 -1.20 -0.79
P -8.69 -2.35 -0.21
O -9.84 -1.63 0.34
O -7.68 -2.84 0.98
C -6.27 -2.94 0.79
O -9.25 -3.85 -0.51
C -8.50 -4.70 -1.39
H -6.94 -0.50 -2.59
H -5.86 -1.56 -1.71
H -7.25 -2.24 -2.58
H -5.79 -2.01 1.10
H -6.01 -3.17 -0.24
H -5.91 -3.75 1.42
H -7.54 -4.97 -0.95
H -8.34 -4.23 -2.36
H -9.08 -5.61 -1.54
*
```

These are the Löwdin partial charges, in e, on atoms 1 to 5: -0.10 -0.15 -0.25 0.02 -0.44